(1)
Density functional theory data (ωB97M-V/def2-TZVPD) for C20H25N3OS in the gas phase.

Summary:
Energy relative to the best compared isomer or geometry (same formula, charge and spin)   40.5 kcal per mole
HOMO   -7.83 eV
Total energy   -1414.806749 hartree
Charge   0
SMILES   COc1cccc(N2CCN(C(=S)NCCc3ccccc3)CC2)c1

Atoms and positions in Å:
C1 -4.965 3.286 -1.331
O1 -4.256 2.189 -1.850
C2 -2.889 2.229 -1.823
C3 -2.133 3.251 -1.259
C4 -0.752 3.164 -1.308
C5 -0.112 2.093 -1.897
C6 -0.862 1.061 -2.464
N1 -0.299 -0.049 -3.119
C7 1.098 -0.021 -3.504
C8 1.980 -0.785 -2.491
N2 1.339 -0.835 -1.198
C9 1.833 -0.154 -0.137
S1 3.123 0.882 -0.270
N3 1.216 -0.334 1.055
C10 1.706 0.298 2.259
C11 0.698 0.094 3.392
C12 0.533 -1.370 3.686
C13 -0.539 -2.087 3.169
C14 -0.653 -3.449 3.390
C15 0.308 -4.113 4.133
C16 1.379 -3.408 4.656
C17 1.491 -2.048 4.432
C18 0.046 -1.491 -1.175
C19 -0.627 -1.340 -2.558
C20 -2.250 1.148 -2.418
H1 -6.018 3.060 -1.493
H2 -4.711 4.213 -1.854
H3 -4.785 3.413 -0.258
H4 -2.597 4.103 -0.789
H5 -0.159 3.950 -0.863
H6 0.965 2.061 -1.881
H7 1.181 -0.504 -4.485
H8 1.422 1.012 -3.613
H9 2.947 -0.297 -2.370
H10 2.143 -1.815 -2.828
H11 0.715 -1.197 1.213
H12 2.684 -0.114 2.543
H13 1.842 1.362 2.048
H14 -0.259 0.531 3.100
H15 1.064 0.617 4.276
H16 -1.302 -1.571 2.599
H17 -1.494 -3.991 2.983
H18 0.220 -5.175 4.306
H19 2.129 -3.920 5.240
H20 2.328 -1.501 4.842
H21 -0.586 -0.994 -0.434
H22 0.147 -2.553 -0.908
H23 -0.274 -2.109 -3.250
H24 -1.705 -1.447 -2.446
H25 -2.866 0.384 -2.866

Atomic partial charges in e from the Löwdin method, atoms 1 to 4: -0.10, -0.09, -0.27, -0.04

***

(2)
Density functional theory data (ωB97M-V/def2-TZVPD) for a molecular structure, C25H23B2F2GeN4Re.

Summary:
Energy relative to the best compared isomer or geometry (same formula, charge and spin)   41.4 kcal per mole
HOMO   -14.38 eV
Total energy   -3589.582590 hartree
Charge   +2

Atoms and positions in Å:
Re1 0.380 1.102 0.918
B1 2.293 -0.902 1.830
N1 2.074 -0.724 0.237
C1 2.781 -1.361 -0.683
C2 2.962 -0.544 -1.813
C3 2.346 0.643 -1.524
N2 1.781 0.542 -0.288
N3 0.971 -0.647 2.734
C4 0.773 -1.215 3.912
C5 0.066 -0.345 4.761
C6 -0.132 0.800 4.041
N4 0.393 0.628 2.796
H1 3.049 -0.025 2.138
H2 2.646 -2.019 2.022
H3 3.162 -2.351 -0.484
H4 3.480 -0.805 -2.720
H5 2.217 1.546 -2.104
H6 1.174 -2.196 4.115
H7 -0.254 -0.545 5.769
H8 -0.646 1.714 4.293
F1 -1.720 1.038 -1.271
B2 -1.617 1.021 0.031
F2 -2.639 0.954 0.841
C7 0.116 2.775 0.706
Ge1 0.010 4.806 0.223
C8 1.192 4.739 -1.297
C9 2.406 5.423 -1.312
C10 3.239 5.338 -2.421
C11 2.863 4.575 -3.517
C12 1.650 3.893 -3.513
C13 0.818 3.972 -2.406
C14 0.629 5.623 1.842
C15 -0.212 6.477 2.554
C16 0.239 7.080 3.720
C17 1.523 6.826 4.180
C18 2.365 5.972 3.478
C19 1.921 5.372 2.310
C20 -1.872 4.850 -0.177
C21 -2.788 4.412 0.783
C22 -4.147 4.420 0.508
C23 -4.597 4.873 -0.726
C24 -3.695 5.318 -1.681
C25 -2.333 5.304 -1.412
H9 2.703 6.035 -0.469
H10 4.175 5.880 -2.434
H11 3.507 4.523 -4.384
H12 1.345 3.323 -4.382
H13 -0.139 3.457 -2.419
H14 -1.214 6.685 2.196
H15 -0.410 7.752 4.266
H16 1.874 7.301 5.086
H17 3.369 5.785 3.836
H18 2.591 4.719 1.759
H19 -2.446 4.081 1.759
H20 -4.855 4.085 1.254
H21 -5.658 4.887 -0.939
H22 -4.051 5.680 -2.636
H23 -1.637 5.658 -2.164

Atomic partial charges in e from the Löwdin method, atoms 1 to 4: 1.56, -0.31, -0.07, 0.01

***

(3)
Density functional theory data (ωB97M-V/def2-TZVPD) for 2 unconnected molecules or ions with the total composition C2H5NS at a distorted geometry.

Summary:
Energy relative to the best compared isomer or geometry (same formula, charge and spin)   71.4 kcal per mole
HOMO   -9.29 eV
Total energy   -532.028764 hartree
Charge   0

Atoms and positions in Å:
C1 -0.717 -0.602 -1.805
C2 1.616 0.053 -0.241
N1 -1.810 -0.587 -2.297
S1 -0.068 0.663 -0.758
H1 0.516 -1.729 -1.984
H2 2.251 -0.014 -1.145
H3 1.609 -0.727 0.396
H4 1.962 0.992 0.422
H5 -2.114 -1.290 -2.874

Atomic partial charges in e from the Löwdin method, atoms 1 to 4: -0.68, -0.40, 0.03, 0.78